Record 1
43
Properties=species:S:1:pos:R:3:forces:R:3:nbo_charge:R:1 method="wB97M-V/def2-TZVPD" total_charge=0 lumo_ev=0.84 smiles=COC[C@H]1CCN(Cc2nc(COc3ccccc3)no2)C1 gap_ev=9.41
C 4.060753 -2.186830 3.262863 0.1 0.0 0.0 -0.244
O 2.875864 -1.880067 2.577074 -0.2 0.1 -0.1 -0.540
C 1.786460 -2.678911 2.974718 -0.2 -0.1 -0.2 -0.045
C 0.550031 -2.245002 2.200992 0.2 0.1 0.3 -0.247
C 0.064939 -0.837114 2.566619 0.3 0.1 0.2 -0.230
N -1.388076 -0.845717 2.391087 0.0 -0.1 0.0 -0.424
C -1.933082 0.220596 1.579374 -0.2 -0.1 0.1 -0.273
C -1.387018 0.181746 0.193460 0.5 0.2 -0.3 0.513
N -0.276158 0.712611 -0.226435 -0.2 0.2 0.5 -0.513
C -0.176256 0.255655 -1.508130 -0.6 -0.3 0.3 0.267
N -1.168609 -0.514486 -1.849078 0.6 -0.1 -1.1 -0.132
O -1.966065 -0.573468 -0.747747 -0.3 0.2 0.6 -0.274
C 0.964717 0.616566 -2.399913 0.2 -0.1 -0.1 -0.107
O 0.561501 1.075261 -3.665572 -0.1 0.1 -0.2 -0.477
C -0.143892 2.244226 -3.746097 -0.1 0.2 -0.2 0.294
C -0.453455 3.067425 -2.670460 0.2 -0.3 0.1 -0.273
C -1.165968 4.236935 -2.884330 -0.1 0.1 -0.1 -0.202
C -1.572420 4.597319 -4.154832 -0.1 0.1 0.1 -0.244
C -1.261491 3.776022 -5.227760 0.0 -0.1 0.0 -0.189
C -0.553806 2.609203 -5.028514 0.1 -0.2 0.1 -0.255
H -0.303630 1.956518 -5.849716 0.0 -0.1 -0.1 0.224
H -1.574236 4.046823 -6.225293 0.0 0.0 -0.1 0.214
H -2.127663 5.509896 -4.310021 0.0 0.1 0.0 0.212
H -1.401977 4.868862 -2.040463 0.0 0.0 0.1 0.212
H -0.151660 2.815442 -1.665805 0.0 0.0 0.1 0.219
H 1.591994 1.351640 -1.879160 -0.1 -0.1 -0.1 0.202
H 1.558014 -0.280568 -2.603481 0.0 0.2 0.1 0.223
H -1.668837 1.175953 2.036782 -0.1 0.0 -0.2 0.232
H -3.019457 0.112429 1.548348 0.0 0.1 0.0 0.225
C -1.819950 -2.189615 2.022126 -0.3 -0.2 0.0 -0.222
H -1.966701 -2.299469 0.937912 0.0 0.0 0.1 0.180
C -0.687209 -3.095921 2.490019 0.0 0.2 -0.1 -0.406
H -0.679380 -4.051986 1.971017 0.0 -0.1 0.0 0.219
H -0.767087 -3.273733 3.562988 0.0 -0.1 0.1 0.203
H -2.769916 -2.410305 2.516720 0.0 -0.1 -0.1 0.199
H 0.549211 -0.072306 1.957186 0.0 0.0 0.1 0.221
H 0.279434 -0.625195 3.620275 0.2 0.0 0.0 0.186
H 0.788332 -2.282723 1.133712 0.0 0.0 0.0 0.208
H 1.612008 -2.571709 4.057896 0.0 0.0 -0.1 0.160
H 2.002441 -3.740852 2.770651 0.0 0.1 0.1 0.165
H 4.827143 -1.519169 2.875298 0.1 0.0 0.1 0.195
H 4.362273 -3.228425 3.092621 0.0 0.0 0.0 0.163
H 3.948888 -2.027558 4.343066 0.0 0.0 0.0 0.164


Record 2
10
Properties=species:S:1:pos:R:3:forces:R:3:nbo_charge:R:1 method="wB97M-V/def2-TZVPD" total_charge=+2 lumo_ev="-12.41 / -12.38" gap_ev="6.01 / 6.06"
C -0.271955 -1.297351 0.376196 -0.5 -1.9 0.4 0.010
C 0.181059 -0.532351 -0.775573 0.5 -0.9 -1.8 0.123
C 0.104584 1.616123 0.304123 -0.1 0.3 0.2 0.281
N -0.441640 -0.718709 1.472165 0.5 2.5 -0.4 -0.435
N 0.306224 0.854318 -0.732938 -0.5 -0.3 1.9 -0.156
O 0.674577 1.477558 -1.741462 0.6 1.5 -1.3 -0.362
I 0.689165 -1.267608 -2.621577 -0.5 0.4 1.8 0.851
I -0.031223 3.360287 1.162479 0.1 -1.3 -0.5 0.987
H -0.443923 -2.374283 0.206284 0.1 0.4 0.0 0.257
H -0.766867 -1.117985 2.350302 0.0 -0.6 -0.3 0.444


The records above give, respectively, E_tot values of -27543.5885 -24344.7079 eV.
The records above give, respectively, ΔE to the lowest compared entry with this formula, charge and spin values of 105.5 77.8 kcal per mole.